[1]
DFT (wB97M-V/def2-TZVPD) results for a 22-piece molecular cluster, C66H176O22 overall at a distorted geometry.

Cartesian coordinates (Å):
C  -17.120  -23.877  -12.190
C  -16.916  -24.051  -13.692
C  -16.931  -25.586  -14.008
O  -17.923  -23.449  -14.432
H  -16.300  -24.347  -11.647
H  -18.035  -24.231  -11.717
H  -17.029  -22.847  -11.845
H  -15.957  -23.628  -13.989
H  -17.908  -26.012  -13.782
H  -16.198  -26.207  -13.494
H  -16.768  -25.694  -15.081
H  -17.709  -23.564  -15.361
C  -11.858  -15.207  -18.863
C  -12.406  -15.478  -17.504
C  -13.934  -15.656  -17.444
O  -11.874  -16.694  -17.031
H  -12.226  -14.278  -19.296
H  -12.061  -16.022  -19.558
H  -10.775  -15.140  -18.753
H  -12.146  -14.767  -16.720
H  -14.259  -15.958  -16.448
H  -14.214  -16.480  -18.101
H  -14.440  -14.734  -17.731
H  -12.035  -17.370  -17.693
C  -11.398  -19.207  -12.464
C  -12.892  -18.894  -12.451
C  -13.350  -18.593  -13.872
O  -13.562  -20.048  -12.104
H  -11.176  -20.089  -13.066
H  -11.034  -19.417  -11.458
H  -10.864  -18.384  -12.938
H  -13.140  -18.137  -11.707
H  -14.426  -18.529  -14.033
H  -12.976  -19.304  -14.608
H  -12.854  -17.703  -14.259
H  -14.427  -19.755  -11.809
C  -13.191  -20.864  -8.788
C  -13.136  -22.197  -9.559
C  -14.467  -22.685  -10.071
O  -12.261  -22.034  -10.670
H  -12.241  -20.613  -8.316
H  -13.993  -20.950  -8.055
H  -13.519  -20.056  -9.442
H  -12.683  -22.954  -8.919
H  -14.882  -23.222  -9.218
H  -14.360  -23.438  -10.852
H  -15.108  -21.870  -10.406
H  -12.679  -21.470  -11.325
C  -5.570  -16.818  -12.608
C  -5.644  -15.279  -12.847
C  -5.829  -14.908  -14.359
O  -6.836  -14.830  -12.222
H  -4.705  -17.207  -13.144
H  -6.484  -17.354  -12.862
H  -5.417  -17.084  -11.562
H  -4.874  -14.654  -12.395
H  -6.592  -15.556  -14.790
H  -4.935  -15.208  -14.906
H  -5.957  -13.837  -14.517
H  -7.612  -15.178  -12.667
C  -9.460  -14.228  -15.346
C  -9.662  -14.594  -13.868
C  -11.170  -14.906  -13.514
O  -8.928  -15.724  -13.562
H  -8.541  -13.656  -15.474
H  -10.205  -13.505  -15.679
H  -9.387  -15.045  -16.063
H  -9.384  -13.854  -13.119
H  -11.515  -15.832  -13.975
H  -11.812  -14.071  -13.793
H  -11.206  -14.990  -12.428
H  -9.288  -16.413  -14.126
C  -7.895  -17.715  -6.823
C  -6.424  -17.851  -7.259
C  -5.496  -17.321  -6.096
O  -6.172  -19.177  -7.651
H  -7.994  -17.880  -5.750
H  -8.556  -18.374  -7.385
H  -8.218  -16.680  -6.936
H  -6.316  -17.286  -8.185
H  -5.908  -16.395  -5.695
H  -4.532  -17.128  -6.566
H  -5.493  -18.029  -5.268
H  -6.889  -19.584  -8.143
C  -17.224  -19.752  -13.050
C  -17.206  -19.040  -11.673
C  -17.581  -19.943  -10.506
O  -15.900  -18.519  -11.436
H  -16.673  -20.692  -13.078
H  -16.894  -19.089  -13.849
H  -18.279  -19.966  -13.225
H  -17.874  -18.179  -11.651
H  -18.626  -20.252  -10.517
H  -17.359  -19.474  -9.548
H  -16.997  -20.863  -10.485
H  -16.044  -17.912  -10.706
C  -15.744  -21.030  -16.538
C  -16.830  -21.761  -17.298
C  -16.698  -21.659  -18.826
O  -16.710  -23.186  -17.079
H  -14.769  -21.482  -16.723
H  -15.801  -20.947  -15.452
H  -15.551  -19.999  -16.835
H  -17.836  -21.519  -16.955
H  -15.773  -22.125  -19.164
H  -16.508  -20.638  -19.156
H  -17.545  -22.039  -19.397
H  -15.882  -23.487  -17.460
C  -13.341  -20.621  -19.517
C  -12.864  -19.538  -18.543
C  -11.987  -20.052  -17.469
O  -12.213  -18.515  -19.264
H  -12.706  -20.932  -20.346
H  -14.242  -20.222  -19.984
H  -13.627  -21.509  -18.954
H  -13.719  -19.051  -18.072
H  -11.074  -20.374  -17.970
H  -12.295  -21.044  -17.139
H  -11.790  -19.443  -16.586
H  -11.359  -18.916  -19.443
C  -9.420  -13.481  -9.765
C  -7.999  -12.990  -9.492
C  -7.078  -13.965  -8.821
O  -7.419  -12.555  -10.718
H  -9.975  -12.621  -10.140
H  -9.891  -13.858  -8.857
H  -9.454  -14.303  -10.480
H  -8.020  -12.123  -8.832
H  -7.595  -14.388  -7.960
H  -6.195  -13.422  -8.486
H  -6.735  -14.746  -9.501
H  -7.113  -13.301  -11.239
C  -8.916  -23.741  -13.748
C  -10.226  -23.091  -13.253
C  -11.103  -22.513  -14.379
O  -10.992  -24.016  -12.477
H  -8.266  -24.203  -13.005
H  -8.317  -22.979  -14.247
H  -9.125  -24.376  -14.609
H  -9.913  -22.212  -12.690
H  -10.569  -21.704  -14.878
H  -12.032  -22.141  -13.948
H  -11.293  -23.274  -15.136
H  -11.555  -23.511  -11.886
C  -12.432  -24.499  -18.635
C  -13.712  -25.047  -17.926
C  -13.610  -24.730  -16.455
O  -14.830  -24.434  -18.564
H  -12.387  -24.960  -19.622
H  -11.615  -24.845  -18.003
H  -12.381  -23.413  -18.720
H  -13.842  -26.120  -18.064
H  -13.422  -23.670  -16.280
H  -12.846  -25.340  -15.973
H  -14.560  -24.918  -15.955
H  -14.648  -24.389  -19.506
C  -15.742  -10.905  -15.961
C  -14.961  -12.145  -16.199
C  -13.841  -12.318  -15.233
O  -15.858  -13.223  -16.009
H  -16.720  -10.913  -16.442
H  -15.225  -9.979  -16.209
H  -16.118  -10.827  -14.941
H  -14.491  -12.245  -17.178
H  -13.294  -13.245  -15.407
H  -14.143  -12.298  -14.186
H  -13.197  -11.449  -15.367
H  -16.700  -12.864  -16.299
C  -8.504  -19.087  -10.582
C  -8.560  -20.526  -10.154
C  -7.671  -21.498  -10.915
O  -8.171  -20.594  -8.818
H  -8.695  -18.980  -11.650
H  -7.552  -18.627  -10.316
H  -9.211  -18.519  -9.977
H  -9.594  -20.864  -10.216
H  -7.941  -21.377  -11.963
H  -7.853  -22.499  -10.523
H  -6.628  -21.222  -10.755
H  -8.168  -21.498  -8.494
C  -8.256  -17.709  -16.962
C  -9.042  -18.596  -16.001
C  -8.266  -19.302  -14.857
O  -9.969  -17.758  -15.350
H  -7.443  -18.249  -17.448
H  -7.751  -16.862  -16.499
H  -8.955  -17.434  -17.751
H  -9.549  -19.373  -16.575
H  -8.797  -20.104  -14.343
H  -7.865  -18.638  -14.091
H  -7.382  -19.721  -15.338
H  -10.520  -17.304  -15.992
C  -9.050  -22.836  -17.757
C  -7.651  -22.147  -17.606
C  -6.466  -22.865  -18.181
O  -7.789  -20.875  -18.221
H  -9.023  -23.864  -17.395
H  -9.364  -22.818  -18.800
H  -9.793  -22.202  -17.274
H  -7.454  -22.006  -16.543
H  -5.598  -22.213  -18.089
H  -6.626  -23.279  -19.177
H  -6.225  -23.745  -17.584
H  -7.160  -20.355  -17.716
C  -17.215  -16.155  -18.039
C  -17.059  -17.638  -17.880
C  -18.166  -18.288  -17.059
O  -17.247  -18.132  -19.173
H  -16.386  -15.753  -18.622
H  -17.180  -15.731  -17.035
H  -18.194  -15.894  -18.442
H  -16.076  -17.884  -17.477
H  -18.146  -19.377  -17.035
H  -19.169  -17.997  -17.371
H  -17.964  -18.004  -16.027
H  -16.488  -17.856  -19.692
C  -11.882  -17.833  -7.522
C  -11.245  -16.416  -7.318
C  -12.270  -15.370  -7.712
O  -10.960  -16.273  -5.966
H  -12.135  -17.958  -8.574
H  -12.749  -18.023  -6.888
H  -11.216  -18.642  -7.222
H  -10.333  -16.255  -7.892
H  -11.857  -14.373  -7.861
H  -13.076  -15.298  -6.982
H  -12.791  -15.689  -8.615
H  -10.638  -15.375  -5.862
C  -15.352  -15.366  -13.649
C  -16.314  -14.548  -12.842
C  -15.828  -14.224  -11.410
O  -16.342  -13.229  -13.412
H  -14.579  -14.742  -14.097
H  -15.861  -15.836  -14.489
H  -14.844  -16.154  -13.092
H  -17.284  -15.042  -12.903
H  -14.809  -13.842  -11.465
H  -15.734  -15.156  -10.853
H  -16.531  -13.564  -10.901
H  -16.282  -13.243  -14.370
C  -16.064  -15.568  -7.461
C  -15.783  -16.944  -8.166
C  -16.117  -18.096  -7.176
O  -16.661  -17.019  -9.295
H  -15.460  -15.396  -6.569
H  -17.098  -15.456  -7.136
H  -15.889  -14.713  -8.115
H  -14.717  -17.001  -8.387
H  -17.161  -18.259  -6.908
H  -15.720  -17.911  -6.178
H  -15.805  -19.092  -7.492
H  -17.561  -16.880  -8.991
C  -9.712  -25.235  -8.095
C  -9.754  -23.724  -8.012
C  -10.658  -23.190  -6.932
O  -8.397  -23.312  -7.702
H  -9.388  -25.759  -7.195
H  -9.121  -25.515  -8.967
H  -10.696  -25.640  -8.331
H  -10.012  -23.245  -8.956
H  -11.627  -23.670  -7.070
H  -10.650  -22.109  -7.078
H  -10.232  -23.385  -5.948
H  -7.971  -23.958  -7.135

Its energy above the lowest of the compared OMol25 structures with the same formula, charge and spin is 72.1 kcal/mol. For the orbital gap, the calculation gives 9.28 eV.

Mulliken population analysis, charges in e, atoms 1 to 4: atom 1 (C): -1.39, atom 2 (C): 1.54, atom 3 (C): -1.54, atom 4 (O): -0.64

***

[2]
DFT (wB97M-V/def2-TZVPD) results for an isolated ion of composition C3H5N2O2 and charge +1 at a distorted geometry.

Cartesian coordinates (Å):
C  1.405  -0.529  -0.117
C  -0.154  -0.806  -0.613
C  -0.565  1.386  0.329
N  1.647  0.731  -0.017
N  -0.868  -0.057  0.559
O  2.064  -1.491  0.153
O  0.663  1.588  0.070
H  -0.350  -0.332  -1.681
H  -0.407  -1.880  -0.553
H  -1.299  2.072  -0.002
H  -1.874  -0.318  0.564
H  -0.262  -0.363  1.308

Its energy above the lowest of the compared OMol25 structures with the same formula, charge and spin is 135.3 kcal/mol. For the orbital gap (alpha / beta), the calculation gives 8.41 / 7.82 eV. The net charge is +1.

Mulliken population analysis, charges in e, atoms 1 to 4: atom 1 (C): 0.60, atom 2 (C): -0.54, atom 3 (C): 0.02, atom 4 (N): -0.28